# 1
Here is C9H11ClFeI2IrO4S as an isolated structure from OMol25. Energies are from the ωB97M-V functional and the def2-TZVPD basis.

## Properties
E_LUMO (spin up / spin down) (eV): -16.896 / -18.809
Energy relative to the best compared isomer or geometry (same formula, charge and spin) (kcal per mole): 20.73
Kohn-Sham gap (spin up / spin down) (eV): 6.205 / 5.433
HOMO level (spin up / spin down) (eV): -23.1 / -24.2
Energy (Ha): -3470.334030
<S²>: 24.79

```
! wB97M-V def2-TZVPD RIJCOSX def2/J DEFGRID3
* xyz 4 10
I 0.527 -2.560 -0.555
I 3.548 1.103 0.185
Ir -1.510 0.807 -0.401
Fe 1.894 -0.652 0.361
S 0.601 0.831 -1.704
C -2.528 -0.789 -0.778
C -0.297 0.166 1.068
C 0.588 0.149 -3.382
C 1.183 1.247 -4.267
C -0.829 -0.190 -3.839
C 1.472 -1.074 -3.517
C -2.700 1.463 0.997
C -2.019 2.116 -1.753
O -0.208 0.084 2.243
O -3.126 -1.758 -0.992
O -3.380 1.833 1.859
O -2.226 2.928 -2.557
H 1.154 0.903 -5.310
H 2.222 1.420 -3.980
H 0.619 2.180 -4.187
H -0.740 -0.670 -4.831
H -1.445 0.713 -3.942
H -1.313 -0.894 -3.148
H 1.441 -1.371 -4.573
H 1.105 -1.913 -2.912
H 2.499 -0.842 -3.222
Cl 3.067 -2.903 2.044
C 2.631 -1.212 2.134
H 1.751 -1.124 2.807
H 3.522 -0.661 2.490
*
```

Atomic partial charges in e from the natural (NBO) method, atoms 1 to 8: 0.3442, 0.5168, 0.4067, 0.9896, 0.2757, 0.5320, 0.3399, -0.1599



# 2
Here is an isolated molecule of C9H11FN2O2S from OMol25. Energies are from the ωB97M-V functional and the def2-TZVPD basis.

## Properties
E_LUMO (spin up / spin down) (eV): -2.481 / -2.679
Energy relative to the best compared isomer or geometry (same formula, charge and spin) (kcal per mole): 66.00
Kohn-Sham gap (spin up / spin down) (eV): 4.065 / 3.499
HOMO level (spin up / spin down) (eV): -6.5 / -6.2
Energy (Ha): -1107.341306

```
! wB97M-V def2-TZVPD RIJCOSX def2/J DEFGRID3
* xyz 0 1
C -1.818 -1.162 1.708
C -1.268 -1.414 0.436
C -2.898 -0.227 1.756
C -2.745 0.355 -0.474
C 1.988 1.235 -0.490
C 1.027 2.239 -1.082
C 1.464 -0.279 -0.207
C -0.850 -0.564 -1.645
C 2.575 -1.203 0.341
N -3.219 0.532 0.716
N -1.688 -0.694 -0.561
O -3.031 0.934 -1.488
O 2.497 1.654 0.720
F -0.161 2.421 -0.465
S 0.791 -1.138 -1.671
H -1.592 -1.749 2.497
H -0.675 -2.264 0.195
H -3.515 0.015 2.653
H 2.728 1.030 -1.224
H 0.785 2.324 -2.143
H 0.534 -0.218 0.526
H -1.261 -0.264 -2.515
H 2.195 -2.129 0.110
H 2.634 -0.978 1.411
H 3.452 -0.954 -0.175
H 2.052 2.498 1.069
*
```

Atomic partial charges in e from the natural (NBO) method, atoms 1 to 8: -0.3509, 0.0706, 0.1309, 0.7539, -0.0117, 0.1449, -0.3247, -0.1246